1.
ORCA calculation (ωB97M-V with the def2-TZVPD basis set) on an isolated ion of composition C4H12N3Si and charge +1 at a distorted geometry.

Last column: natural (NBO) charge in e.
Cartesian coordinates (Å):
C (1.65, 1.22, -1.82)  -0.60
C (1.20, -1.76, 0.63)  -1.12
C (-1.41, -0.64, -0.95)  -1.14
C (0.91, 1.40, -0.46)  -0.84
N (-2.79, -0.03, 3.07)  -0.09
N (-0.83, -0.07, 1.84)  -0.15
N (-1.86, 0.08, 2.38)  0.11
Si (0.10, -0.27, 0.17)  1.67
H (2.12, 0.24, -1.98)  0.21
H (0.92, 1.24, -2.58)  0.21
H (2.32, 2.00, -2.07)  0.24
H (1.38, -1.94, 1.75)  0.28
H (0.57, -2.50, 0.11)  0.26
H (2.20, -1.63, 0.30)  0.27
H (-2.13, 0.21, -0.83)  0.26
H (-0.97, -0.67, -2.00)  0.28
H (-2.06, -1.58, -0.83)  0.28
H (1.65, 1.88, 0.17)  0.26
H (0.12, 2.12, -0.61)  0.24
H (-3.09, 0.71, 3.72)  0.38

Its expectation value of S² is 2.019. The calculation puts the HOMO energy (spin up / spin down) at -0.4392 / -0.5349 Eh. The orbital gap (spin up / spin down) is 7.647 / 5.976 eV. The multiplicity is 3. As for the max |F|: 6.493 eV/A. The total charge is +1.

---

2.
ORCA calculation (ωB97M-V with the def2-TZVPD basis set) on a 2-piece molecular cluster, C4H12N4 overall at a distorted geometry.

Last column: natural (NBO) charge in e.
Cartesian coordinates (Å):
C (-2.39, -0.31, -0.28)  -0.41
N (-1.03, -0.66, -0.67)  -0.63
H (-1.00, -1.05, -1.61)  0.39
H (-0.05, 1.03, -0.59)  0.20
H (-2.82, 0.36, -1.04)  0.20
H (-3.02, -1.20, -0.20)  0.19
H (-2.38, 0.22, 0.68)  0.22
C (-0.25, -1.39, 0.20)  0.58
C (0.93, 1.52, -0.08)  -0.03
N (0.82, -1.95, -0.42)  -0.83
N (0.90, 1.57, 1.29)  -0.88
C (1.99, 1.84, -0.83)  -0.47
N (-0.53, -1.55, 1.44)  -0.79
H (1.27, -1.29, -1.06)  0.39
H (1.53, -2.30, 0.21)  0.38
H (0.34, 0.80, 1.67)  0.38
H (0.53, 2.45, 1.65)  0.38
H (0.25, -2.00, 1.92)  0.34
H (2.93, 2.14, -0.37)  0.20
H (1.97, 1.75, -1.91)  0.19

The calculation puts the HOMO energy at -0.3137 Eh. The orbital gap is 9.438 eV. As for the max |F|: 3.652 eV/A. The structure (SMILES) is [H]/N=C(\N)NC.C=CN. As for the energy relative to the best compared isomer or geometry (same formula, charge and spin): 28.2 kcal/mol.

---

3.
ORCA calculation (ωB97M-V with the def2-TZVPD basis set) on a 2-piece molecular cluster, C4H12N4 overall.

Last column: natural (NBO) charge in e.
Cartesian coordinates (Å):
C (0.26, -0.54, -1.14)  0.38
C (1.65, 1.57, 0.42)  -0.42
C (-2.97, -0.84, 0.56)  -0.70
N (0.99, 0.29, 0.53)  -0.45
N (1.66, -0.61, 1.40)  -0.67
N (0.44, 0.31, -2.20)  -0.80
C (-1.54, -0.44, 0.34)  -0.02
N (-1.02, -0.82, -0.77)  -0.59
H (0.98, -1.37, -1.11)  0.17
H (0.95, -1.04, 1.99)  0.36
H (2.07, -1.37, 0.85)  0.34
H (-0.24, 1.04, -2.31)  0.39
H (1.38, 0.52, -2.48)  0.39
H (-0.05, 0.34, 0.84)  0.39
H (1.04, 2.23, -0.20)  0.20
H (1.79, 2.03, 1.40)  0.20
H (2.63, 1.47, -0.06)  0.19
H (-3.05, -1.43, 1.48)  0.22
H (-3.57, 0.06, 0.73)  0.22
H (-3.41, -1.41, -0.27)  0.20

The calculation puts the HOMO energy at -0.2506 Eh. The orbital gap is 7.585 eV. As for the max |F|: 0.389 eV/A. As for the energy relative to the best compared isomer or geometry (same formula, charge and spin): 93.4 kcal/mol.

---

4.
ORCA calculation (ωB97M-V with the def2-TZVPD basis set) on the molecule C4H12N4 at a distorted geometry.

Last column: natural (NBO) charge in e.
Cartesian coordinates (Å):
C (-1.35, 0.35, 0.41)  -0.45
C (-0.02, 0.24, -0.45)  0.09
C (-0.08, -0.27, -1.87)  -0.63
C (0.69, 1.56, -0.53)  -0.64
N (-1.03, -0.44, 1.62)  -0.26
N (0.51, -0.34, 1.73)  -0.30
N (0.90, -0.60, 0.47)  -0.12
N (0.88, -2.05, 0.31)  -0.65
H (-1.75, 1.43, 0.48)  0.24
H (-2.09, -0.21, 0.03)  0.21
H (0.74, -0.91, -2.12)  0.25
H (-0.20, 0.45, -2.63)  0.23
H (-0.89, -0.93, -1.84)  0.21
H (1.56, 1.33, -1.07)  0.22
H (1.18, 1.90, 0.49)  0.20
H (0.16, 2.46, -0.98)  0.23
H (-1.44, -0.03, 2.50)  0.18
H (0.70, 0.67, 2.03)  0.27
H (1.60, -2.42, 0.93)  0.39
H (-0.09, -2.19, 0.53)  0.34

Its expectation value of S² is 2.006. The calculation puts the HOMO energy (spin up / spin down) at -0.1166 / -0.3765 Eh. The orbital gap (spin up / spin down) is 4.121 / 6.438 eV. The multiplicity is 3. As for the max |F|: 5.168 eV/A. As for the energy relative to the best compared isomer or geometry (same formula, charge and spin): 105.3 kcal/mol.

---

5.
ORCA calculation (ωB97M-V with the def2-TZVPD basis set) on a 2-piece molecular cluster, C4H12N4O overall.

Last column: natural (NBO) charge in e.
Cartesian coordinates (Å):
C (-1.82, -1.02, -0.82)  -0.44
N (-1.73, -0.17, 0.34)  -0.15
C (-1.21, 1.10, 0.23)  0.00
C (-1.02, 1.80, -0.89)  -0.56
O (-1.34, -0.86, 1.49)  -0.60
H (-0.42, -1.20, 1.37)  0.47
H (-1.03, 1.55, 1.20)  0.20
H (-0.84, -1.25, -1.25)  0.20
H (-2.43, -0.52, -1.57)  0.21
H (-2.32, -1.94, -0.52)  0.22
H (-1.20, 1.40, -1.87)  0.20
H (-0.72, 2.83, -0.84)  0.20
N (1.35, -1.57, 0.95)  -0.70
N (2.10, 1.10, 0.47)  -0.84
C (1.87, 0.15, -0.50)  0.24
N (1.58, -1.08, -0.34)  -0.34
H (1.98, -1.21, 1.65)  0.35
H (1.44, -2.58, 0.90)  0.38
H (1.64, 0.95, 1.35)  0.38
H (2.09, 2.05, 0.16)  0.40
H (2.02, 0.46, -1.52)  0.19

The calculation puts the HOMO energy at -0.2874 Eh. The orbital gap is 8.617 eV. As for the max |F|: 0.767 eV/A. The structure (SMILES) is C=CN(C)O.N/C=N\N. As for the energy relative to the best compared isomer or geometry (same formula, charge and spin): 88.9 kcal/mol.

---

6.
ORCA calculation (ωB97M-V with the def2-TZVPD basis set) on a 2-piece molecular cluster, C4H12N4O2 overall at a distorted geometry.

Last column: natural (NBO) charge in e.
Cartesian coordinates (Å):
C (0.67, 1.31, 3.57)  -0.71
C (-1.49, 0.29, -2.85)  -0.63
C (0.01, 0.50, 2.52)  0.21
C (-0.10, 0.41, -2.11)  0.08
N (0.25, -0.74, 2.45)  -0.62
N (1.08, 0.01, -2.80)  -0.84
N (-0.15, -0.32, -0.84)  -0.33
N (-0.17, -1.53, -0.87)  0.58
O (-0.12, -2.13, 0.36)  -0.61
O (-0.21, -2.26, -1.85)  -0.49
H (0.73, 0.72, 4.44)  0.22
H (1.64, 1.78, 3.36)  0.25
H (0.04, 2.12, 4.04)  0.23
H (-1.32, 1.10, -3.52)  0.22
H (-1.50, -0.73, -3.16)  0.24
H (-2.29, 0.64, -2.06)  0.22
H (-0.49, 1.11, 1.81)  0.20
H (-0.09, 1.35, -1.60)  0.18
H (0.84, -1.03, 3.20)  0.36
H (-0.09, -1.65, 1.29)  0.50
H (0.88, -0.88, -3.25)  0.38
H (1.86, -0.09, -2.14)  0.37

The calculation puts the HOMO energy at -0.3307 Eh. The orbital gap is 9.579 eV. As for the max |F|: 3.848 eV/A. The structure (SMILES) is C[C@H](N)/N=[N+](\[O-])O.[H]/N=C\C. As for the energy relative to the best compared isomer or geometry (same formula, charge and spin): 140.1 kcal/mol.

---

7.
ORCA calculation (ωB97M-V with the def2-TZVPD basis set) on the molecule C4H12N6S2 at a distorted geometry.

Last column: natural (NBO) charge in e.
Cartesian coordinates (Å):
C (1.46, 0.78, -0.39)  0.30
C (-0.79, 0.90, -1.50)  -0.25
C (-1.18, -0.51, -1.39)  -0.26
C (-1.02, -0.85, 0.91)  0.30
H (0.62, 2.98, 1.01)  0.34
H (-0.56, 1.91, 1.28)  0.39
H (1.74, 1.14, 1.53)  0.40
H (0.99, 0.71, -2.35)  0.40
H (-1.30, 1.71, -0.75)  0.26
H (-1.08, 1.41, -2.49)  0.21
H (-2.22, -0.65, -1.25)  0.22
H (-0.89, -0.88, -2.40)  0.20
H (0.15, -1.96, -0.58)  0.42
H (-0.21, -1.28, 2.76)  0.41
H (1.61, -2.03, 0.73)  0.38
H (0.21, -3.00, 0.92)  0.33
N (0.12, 2.29, 0.67)  -0.65
N (0.98, 1.07, 0.86)  -0.51
N (0.65, 0.91, -1.47)  -0.60
N (-0.67, -1.15, -0.37)  -0.64
N (-0.08, -1.24, 1.69)  -0.44
N (0.83, -2.30, 1.43)  -0.64
S (3.02, 0.19, -0.45)  -0.30
S (-2.38, -0.13, 1.59)  -0.29

The calculation puts the HOMO energy at -0.3078 Eh. The orbital gap is 8.738 eV. As for the max |F|: 8.158 eV/A. The structure (SMILES) is NNC(=S)NCCNC(=S)NN. As for the energy relative to the best compared isomer or geometry (same formula, charge and spin): 72.2 kcal/mol.

---

8.
ORCA calculation (ωB97M-V with the def2-TZVPD basis set) on a 3-piece molecular cluster, C4H12NO overall at a distorted geometry.

Last column: natural (NBO) charge in e.
Cartesian coordinates (Å):
C (2.72, 0.98, -0.01)  -0.67
C (1.46, 0.65, -0.73)  -0.11
C (0.57, -0.31, -0.30)  -0.26
C (-0.24, -1.12, -1.09)  -0.42
N (-2.16, -1.04, 1.86)  -1.09
H (2.38, 1.31, 0.99)  0.23
H (3.29, 1.74, -0.53)  0.22
H (1.19, 1.16, -1.66)  0.18
H (3.42, 0.17, 0.20)  0.22
H (0.67, -0.52, 0.77)  0.21
H (-0.54, -2.10, -0.73)  0.21
H (-0.11, -0.89, -2.14)  0.19
H (-2.63, -0.81, 2.73)  0.36
H (-2.73, -0.68, 1.11)  0.37
H (-2.00, -2.03, 1.73)  0.36
H (-1.31, 0.53, -0.60)  0.48
H (-1.98, 1.78, -1.16)  0.46
O (-2.00, 1.18, -0.43)  -0.96

Its expectation value of S² is 0.786. The calculation puts the HOMO energy (spin up / spin down) at -0.2789 / -0.3532 Eh. The orbital gap (spin up / spin down) is 8.611 / 9.408 eV. The multiplicity is 2. As for the max |F|: 1.939 eV/A. As for the energy relative to the best compared isomer or geometry (same formula, charge and spin): 15.1 kcal/mol.